93
Properties=species:S:1:pos:R:3:forces:R:3:mulliken_charge:R:1 method="wB97M-V/def2-TZVPD" e_homo_ev="-0.4358 / -4.6431" s_squared=2.02 gap_ev="2.532 / 6.738" multiplicity=3 charge=-1 e_lumo_ev="2.10 / 2.10" e_above_lowest_kcal_mol=0.0
C -1.6090 7.8015 -0.0219 -0.167 -0.180 0.147 -1.43
C -0.3887 8.5693 -0.3995 0.913 0.893 0.110 0.21
H -2.0558 8.2264 0.8787 -0.134 -0.143 -0.091 0.41
H -1.3592 6.7495 0.1600 -0.111 0.230 -0.037 0.22
H -2.3522 7.8385 -0.8322 0.114 -0.027 0.183 0.24
C -0.1579 9.8468 -0.0338 -0.069 -0.916 -0.531 0.30
C -1.0582 10.6693 0.8190 -0.306 0.443 0.358 -1.53
H 0.7228 10.3753 -0.3935 -0.108 -0.300 0.021 0.27
H -1.4416 10.1166 1.6869 0.011 0.114 -0.215 0.36
H -1.9192 11.0598 0.2556 0.130 -0.115 0.151 0.29
H -0.5059 11.5382 1.1978 -0.182 -0.141 -0.009 0.38
Ti -0.0519 0.9319 -0.2294 -1.920 -1.154 0.449 0.20
Cl -1.0023 2.4081 -1.7449 0.076 0.519 -0.627 -0.44
C 1.9023 1.5059 -2.2419 -0.546 -0.943 2.229 -0.04
O 1.7413 1.1268 -1.0241 1.861 0.507 -3.228 -0.50
N 3.0656 1.8091 -2.7660 0.454 0.218 -0.034 0.48
C 4.3065 1.7558 -2.0070 0.052 -0.002 -0.060 -0.91
C 3.1068 2.3632 -4.1202 -0.110 -0.029 0.327 -0.84
H 1.0374 1.6243 -2.8844 -0.152 -0.120 -0.149 0.48
H 4.3746 0.8376 -1.4181 -0.184 0.183 -0.057 0.24
H 4.4319 2.6288 -1.3548 -0.143 -0.201 -0.014 0.21
H 5.1062 1.7716 -2.7439 0.175 -0.079 0.131 0.40
H 2.2804 1.9397 -4.6924 0.156 0.055 -0.058 0.34
H 4.0668 2.0863 -4.5552 -0.177 0.023 -0.205 0.33
H 3.0138 3.4548 -4.0868 0.111 -0.215 -0.129 0.27
H 2.7861 -3.5353 -0.0862 -0.127 0.202 0.226 0.27
H 0.5167 -4.8516 -0.7543 -0.150 0.223 0.278 0.32
C 2.2852 -3.3786 0.8812 -0.196 -0.064 -0.261 -0.93
C 0.2370 -4.6082 0.2835 0.009 -0.159 -0.103 -0.92
N 0.8400 -3.3532 0.7013 -0.129 0.417 0.279 0.31
H 2.6237 -2.4492 1.3425 -0.095 -0.103 -0.177 0.21
C 0.1156 -2.2248 0.7350 0.581 1.150 -0.336 -0.21
O 0.5881 -1.0621 0.8305 -0.087 -1.485 0.679 -0.46
H -0.8540 -4.5536 0.3475 0.202 0.034 -0.110 0.27
H -0.9688 -2.3889 0.6608 0.137 0.045 -0.193 0.47
H 2.5146 -4.2330 1.5318 0.062 0.212 -0.055 0.36
H 0.6070 -5.4139 0.9281 -0.141 0.091 0.016 0.37
H -1.9916 1.8543 4.0527 0.229 -0.133 -0.026 0.33
H -0.5249 3.7273 2.5713 0.156 -0.097 0.261 0.26
C -1.0281 1.5829 4.5056 0.064 0.107 0.219 -0.95
C 0.1466 3.4473 3.3992 -0.327 -0.137 0.016 -0.89
N 0.0681 2.0070 3.6394 0.365 -0.233 -0.822 0.21
H -1.0043 0.5049 4.6808 0.056 0.140 -0.146 0.33
C 0.4577 1.1679 2.6618 -0.532 0.809 -1.261 0.14
O 0.9270 1.5215 1.5419 0.215 -0.298 2.488 -0.38
H 1.1702 3.7411 3.1608 -0.127 -0.068 0.023 0.27
H 0.2582 0.1197 2.8744 0.114 -0.181 -0.049 0.18
H -0.9259 2.0990 5.4624 -0.018 -0.108 0.017 0.34
H -0.1849 3.9266 4.3256 0.167 0.121 -0.237 0.37
O 0.9851 6.6316 -0.4433 0.380 0.351 -0.016 -0.05
C 0.6202 7.7655 -1.2213 0.273 -0.202 -0.116 0.27
C 2.7790 9.1527 -0.9256 -0.065 0.188 -0.321 0.02
C 1.7630 8.6401 -1.7523 -0.119 0.151 0.031 0.29
H 2.8676 8.8079 0.1132 -0.107 0.182 -0.529 0.65
C 3.6247 10.1672 -1.4091 -0.189 -0.459 0.077 -0.96
H 0.0754 7.3707 -2.0886 0.047 0.114 -0.141 0.32
C 1.6492 9.1153 -3.0714 -0.073 -0.082 0.577 -0.54
H 4.3801 10.5970 -0.7510 -0.136 -0.149 -0.161 0.38
C 3.4838 10.6500 -2.7108 -0.380 -0.209 0.154 -0.41
C 2.4862 10.1292 -3.5354 -0.105 -0.243 -0.063 -0.67
H 0.8393 8.7034 -3.6889 0.422 0.298 0.152 0.38
H 4.1182 11.4484 -3.0730 0.037 -0.008 0.031 0.38
H 2.3286 10.5173 -4.5419 0.183 -0.071 0.218 0.36
Si 2.2115 5.4900 -0.4483 -0.840 0.328 0.368 -0.34
Cl -1.9318 1.5297 1.0756 -0.571 -0.167 1.033 -0.55
C 3.4436 6.0134 0.8561 0.297 0.066 0.136 -1.16
C 3.0665 5.4074 -2.0954 0.292 0.121 -0.363 -0.99
C 1.4125 3.8881 0.0402 0.436 0.480 -0.232 0.55
H 3.9150 6.9787 0.6389 -0.059 -0.161 -0.021 0.39
H 4.2467 5.2713 0.9371 -0.065 0.038 0.062 0.38
H 2.9557 6.0951 1.8350 0.044 -0.053 -0.135 0.31
H 0.7401 4.0109 0.8932 0.194 0.089 -0.179 -0.30
H 2.1964 3.1734 0.3234 -0.277 0.076 -0.069 0.30
H 0.8010 3.4737 -0.7772 0.349 0.310 0.344 -0.58
H 3.5362 6.3620 -2.3569 -0.077 -0.041 0.054 0.40
H 2.3810 5.1455 -2.9064 -0.021 -0.003 0.106 0.24
H 3.8700 4.6618 -2.0694 -0.125 0.030 -0.009 0.53
O -3.0238 -0.0988 -1.2183 -0.106 0.165 0.313 -0.68
C -2.1275 -0.8832 -1.4968 -0.370 -2.062 -0.606 0.19
N -0.7438 -0.6283 -1.3957 1.487 0.519 -1.327 0.97
S 0.0977 -1.5338 -2.5586 -3.686 -0.421 2.091 0.81
O 0.1038 -0.8122 -3.8029 0.886 0.310 -0.656 -0.72
O 1.3316 -2.0484 -2.0243 1.165 0.157 -0.127 -0.60
C -1.1566 -2.7994 -2.5238 2.492 -1.488 -1.333 0.66
C -1.0967 -4.1271 -2.9560 -0.401 0.481 0.337 -0.71
C -2.2401 -4.9274 -2.7782 1.408 -0.667 -0.658 -0.62
C -3.3993 -4.3959 -2.1854 -0.952 1.422 0.839 -0.46
C -3.4324 -3.0673 -1.7558 0.000 -1.335 -0.769 -0.85
C -2.2943 -2.2811 -1.9548 -1.531 2.661 1.430 -0.39
H -0.1816 -4.5122 -3.4013 -0.160 -0.069 0.007 0.42
H -2.2216 -5.9758 -3.0900 0.028 0.342 0.051 0.31
H -4.2787 -5.0194 -2.0607 0.051 -0.023 0.048 0.37
H -4.2820 -2.6110 -1.2716 -0.226 -0.072 -0.018 0.47

***

91
Properties=species:S:1:pos:R:3:forces:R:3:mulliken_charge:R:1 method="wB97M-V/def2-TZVPD" e_homo_ev=-7.3436 gap_ev=7.482 e_lumo_ev=0.14 e_above_lowest_kcal_mol=78.9
C -6.0461 -1.5516 -0.8955 0.109 0.108 0.570 -1.08
C -6.3994 -1.2573 -2.3197 -0.696 -0.110 -1.081 0.60
H -6.2950 -0.7090 -0.2379 -0.118 -0.078 -0.003 0.07
H -4.9718 -1.7377 -0.7497 -0.578 -0.018 -0.202 -0.14
H -6.5967 -2.4438 -0.5507 0.191 0.348 -0.018 0.43
C -7.6928 -1.2371 -2.7278 1.128 -0.452 -0.615 0.13
C -8.8491 -1.2442 -1.8003 -0.328 -0.246 0.296 -1.53
H -7.9604 -1.3011 -3.8036 0.409 0.349 0.956 0.50
H -8.6543 -0.5598 -0.9641 -0.195 -0.300 0.031 0.28
H -9.0371 -2.2667 -1.4282 -0.063 0.364 0.168 0.31
H -9.7564 -0.9095 -2.3178 0.145 -0.063 0.171 0.39
Lu -2.3805 -1.2256 -1.7587 0.479 -0.685 0.916 1.10
Cl -3.2807 -3.5190 -1.9680 0.157 -0.425 -0.057 -0.59
C -0.4988 -0.6353 -4.2638 -0.595 0.607 0.806 -0.05
O -1.3460 -0.2657 -3.4170 1.503 -0.098 -0.896 -0.64
N 0.1312 0.2393 -5.0413 -0.154 0.055 0.170 0.27
C 0.0759 1.6778 -4.7811 -0.470 -0.091 0.114 -0.43
C 0.7125 -0.2142 -6.2855 0.181 -0.504 -0.130 -0.87
H -0.2197 -1.6975 -4.3689 -0.237 0.305 -0.184 0.50
H 0.3153 1.8616 -3.7268 -0.024 -0.002 -0.258 0.00
H -0.9196 2.0895 -4.9859 0.164 -0.097 0.027 0.14
H 0.8027 2.1463 -5.4469 -0.076 0.063 0.284 0.40
H 1.3272 -1.0898 -6.0735 0.234 0.091 -0.224 0.34
H 1.3034 0.5969 -6.7151 0.019 -0.344 0.027 0.27
H -0.0580 -0.5291 -6.9952 0.058 0.240 -0.031 0.32
H 3.4810 1.7486 -0.9824 -0.180 0.050 0.020 0.31
H 4.0174 -0.0245 0.7365 -0.344 0.042 0.144 0.33
C 2.5804 2.0032 -0.4097 0.238 -0.093 -0.091 -0.92
C 3.0958 0.2551 1.2722 -0.107 0.103 0.016 -0.89
N 2.1368 0.8426 0.3434 -0.147 0.116 0.161 0.34
H 1.7892 2.3250 -1.0880 0.094 -0.083 0.147 0.19
C 0.8505 0.4332 0.2860 -0.555 0.347 -0.829 0.01
O 0.0102 0.8448 -0.5326 0.885 -0.444 1.082 -0.66
H 2.6590 -0.6483 1.7150 0.158 0.207 -0.059 0.22
H 0.6035 -0.3305 1.0539 0.084 0.140 -0.350 0.39
H 2.8449 2.8221 0.2750 -0.122 -0.148 -0.120 0.32
H 3.3626 0.9760 2.0649 -0.095 -0.278 -0.219 0.30
H -2.2430 1.2085 3.6418 -0.211 0.306 0.117 0.33
H -5.1472 0.9261 1.4652 -0.077 0.510 0.094 0.17
C -2.4616 1.9833 2.8988 0.504 -0.125 0.147 -0.90
C -4.5298 1.8363 1.5062 -0.092 -0.056 -0.360 -0.47
N -3.1535 1.4166 1.7561 0.076 -0.273 -0.307 0.24
H -1.5207 2.4549 2.6210 0.133 -0.124 -0.239 0.33
C -2.5931 0.4696 1.0099 -0.396 -0.140 -1.107 -0.18
O -3.0903 0.0710 -0.0811 0.301 0.560 1.871 -0.52
H -4.6226 2.3505 0.5434 -0.019 -0.103 0.188 0.08
H -1.6600 0.0396 1.3896 -0.055 0.120 -0.112 0.29
H -3.0677 2.7945 3.2923 -0.059 -0.286 0.299 0.32
H -4.8105 2.5230 2.3169 -0.177 -0.447 -0.367 0.37
O -4.0478 -0.6538 -2.7213 -1.370 1.768 -0.494 0.70
C -5.2211 -1.1528 -3.3056 -0.341 -2.065 -0.708 -1.05
C -6.7261 0.2693 -4.9511 0.091 0.002 -0.405 0.74
C -5.7595 -0.7390 -4.7461 0.296 0.281 0.316 -0.17
H -7.0626 0.8934 -4.1181 0.007 -0.490 -0.298 1.00
C -7.2742 0.5165 -6.2208 0.064 -0.415 0.507 -1.51
H -4.8505 -2.1759 -3.4803 -0.933 -0.293 -0.253 0.58
C -5.3172 -1.4553 -5.8742 -0.569 -0.014 0.439 -0.42
H -8.1281 1.1983 -6.3195 0.570 -0.059 -0.007 0.40
C -6.8092 -0.1973 -7.3260 0.386 0.214 0.000 -0.54
C -5.8040 -1.1549 -7.1548 -0.140 -0.110 0.170 -0.80
H -4.6568 -2.3153 -5.7108 -0.032 0.457 -0.173 0.41
H -7.1924 0.0411 -8.3224 0.072 -0.253 0.328 0.37
H -5.4395 -1.7149 -8.0198 -0.105 0.157 0.283 0.38
Si -4.7446 2.1054 -3.1868 1.706 -1.376 -2.150 1.50
Cl -6.3363 1.8603 -1.8623 0.133 -0.790 1.075 -0.40
C -5.7347 3.3086 -4.2033 0.201 0.759 -0.039 -1.36
C -3.7606 1.2717 -4.6929 -0.681 -0.598 -0.373 -0.70
C -3.2267 2.5040 -2.1606 -0.416 0.864 0.136 -0.50
H -5.7217 3.0440 -5.2679 0.218 0.239 0.252 0.34
H -5.1275 4.2142 -4.0040 -0.737 0.291 -0.533 0.35
H -6.7872 3.4024 -3.8721 0.821 0.299 -0.135 0.35
H -3.2279 1.9773 -1.2022 0.028 0.151 -0.296 -0.58
H -3.3609 3.5771 -1.9733 0.504 0.085 0.325 0.65
H -2.2789 2.3298 -2.7071 -0.640 0.045 0.277 0.04
H -4.3975 0.8550 -5.4791 0.041 0.383 0.238 0.27
H -3.0412 0.4706 -4.4871 -0.397 0.544 0.316 -0.42
H -3.2305 2.0525 -5.2378 0.172 0.728 0.309 0.65
Cl 5.0894 -4.0613 1.7679 0.308 -0.426 0.117 -0.23
C 3.5723 -3.8267 0.9823 -0.693 0.894 -0.075 0.44
C 2.3824 -4.0814 1.6804 0.233 0.681 0.132 -0.64
C 1.1872 -3.5251 1.1914 0.582 -0.608 0.117 -0.26
C 1.1773 -2.8336 -0.0150 -0.429 -0.694 -0.356 0.13
C 2.3450 -2.7722 -0.7875 0.255 0.363 0.321 -0.32
C 3.5743 -3.1672 -0.2552 -0.488 -0.340 0.193 -0.69
C -0.1482 -2.3542 -0.5881 -0.221 -0.094 -0.453 0.46
O -1.1479 -2.0934 0.1661 1.315 -0.049 -0.816 -0.79
O -0.1833 -2.2344 -1.8557 -0.364 0.286 1.021 -0.74
H 2.4426 -4.5580 2.6710 -0.159 0.120 -0.679 0.36
H 0.2468 -3.7154 1.6985 0.114 0.245 0.075 0.46
H 2.2985 -2.3592 -1.7899 -0.067 0.112 0.182 0.42
H 4.5185 -2.9608 -0.7689 -0.419 -0.219 0.152 0.43